92
Properties=species:S:1:pos:R:3:lowdin_charge:R:1 method="wB97M-V/def2-TZVPD" homo_lumo_gap_ev="6.8374 / 7.8773" total_energy_ev=-161453.6658 multiplicity=3 charge=+1 de_lowest_kj_mol=62.7
H -6.874 0.717 -3.375 0.106
H -0.530 -4.427 -1.665 0.133
H -0.916 3.416 1.102 0.099
C 0.488 0.732 3.941 -0.069
H -1.815 5.876 -1.964 0.104
H -2.638 0.163 -3.095 0.078
S 0.411 0.761 -2.794 0.598
P 1.100 -1.081 2.095 0.522
H -3.411 -1.781 -0.451 0.093
C 0.223 3.460 -3.181 -0.126
O 2.543 -0.552 1.563 -0.247
C -1.791 3.833 -1.322 -0.114
C 0.007 -3.426 2.434 -0.076
H -1.613 -1.858 -2.885 0.110
C -2.705 2.640 3.869 -0.087
H -0.124 0.704 4.844 0.096
C -3.340 1.495 3.407 -0.076
H 3.113 1.073 -2.223 0.045
H -2.303 -1.765 0.943 0.070
C -3.585 0.449 -2.648 -0.118
C -1.214 2.574 -1.464 -0.393
C -0.334 4.715 -3.007 -0.080
O 0.668 -3.135 -2.647 -0.215
H 2.743 -0.557 4.834 0.090
H -4.742 -0.012 -4.392 0.107
N 1.260 -2.726 2.131 -0.275
C 5.567 -0.589 0.803 -0.073
H -6.892 1.654 -1.090 0.107
C -1.833 3.330 3.040 -0.083
C -5.955 0.784 -2.808 -0.080
N 4.491 -0.998 -0.088 -0.290
C -1.641 -2.672 -2.156 -0.154
H 2.149 -2.180 4.415 0.079
C -1.353 4.905 -2.081 -0.083
P 2.988 -0.359 0.009 0.499
H 2.235 -4.458 1.515 0.100
C -5.964 1.304 -1.523 -0.076
H -0.638 -2.788 3.038 0.089
H 2.986 3.154 0.790 0.098
H 3.086 -2.968 1.120 0.069
H -0.127 1.088 3.119 0.055
H 0.231 -4.329 3.005 0.096
H 3.976 -2.229 -1.703 0.077
H -2.631 -3.130 -2.164 0.135
C -4.759 0.368 -3.378 -0.073
H -2.759 -3.313 0.187 0.104
H 4.539 1.806 -1.434 0.092
N 2.932 1.291 -0.131 -0.267
H -2.896 2.995 4.873 0.107
H 4.479 2.228 0.998 0.085
H 0.262 -2.242 -4.500 0.089
C 4.838 -2.014 -1.077 -0.070
H 3.017 1.793 1.917 0.073
C -0.216 2.371 -2.424 -0.663
H -4.014 0.950 4.056 0.108
H 5.192 0.102 1.556 0.072
C 3.388 2.156 0.961 -0.083
C -2.539 -2.259 0.002 -0.097
H -0.882 -4.268 -3.401 0.135
O 2.077 -1.076 -0.915 -0.374
H -1.338 4.224 3.398 0.109
C -1.601 2.879 1.748 -0.117
H 1.314 1.433 4.106 0.093
H 5.151 -2.939 -0.584 0.091
H 0.986 3.295 -3.931 0.099
H 1.299 -1.204 5.626 0.093
O -0.015 -0.508 1.288 -0.363
C -4.787 1.387 -0.789 -0.095
H 5.660 -1.664 -1.704 0.094
C 2.104 -3.434 1.164 -0.067
C -3.593 0.946 -1.345 -0.347
N 0.984 -0.614 3.653 -0.283
C -2.262 1.754 1.260 -0.370
H -2.605 3.965 -0.618 0.106
C -3.118 1.054 2.111 -0.125
C -0.601 -3.721 -2.496 -0.193
C 3.445 1.746 -1.436 -0.100
H 5.980 -1.460 1.318 0.095
As -1.832 1.009 -0.486 1.315
H -0.526 -3.712 1.523 0.080
H 1.106 -3.815 -4.557 0.095
H 1.952 -2.348 -3.999 0.090
Ti 0.216 -0.476 -0.770 0.437
C 1.850 -1.171 4.686 -0.077
H 3.035 2.732 -1.649 0.094
H -3.628 0.170 1.743 0.099
C 1.001 -2.875 -4.006 -0.083
H -4.797 1.807 0.210 0.094
O -1.395 -2.130 -0.836 -0.328
H 0.010 5.544 -3.611 0.106
H 1.673 -3.457 0.159 0.085
H 6.376 -0.111 0.245 0.095